The following is a DFT calculation (ωB97M-V/def2-TZVPD) of C13H15Br2CeClNO4 as an isolated structure.

**HOMO level (spin up / spin down)**: -2.6 / -3.0 eV
**LUMO energy (spin up / spin down)**: 4.28 / 4.28 eV
**Total charge**: -2
**2S+1**: 2
**ΔE to the lowest compared entry with this formula, charge and spin**: 0.245 eV
**Calculated total energy**: -6943.5947 hartree
**⟨S²⟩**: 0.75

Last column: Löwdin charge in e.
Geometry (Å):
1 Ce -0.6397 1.8742 -0.3668  0.253
2 Br -2.4047 -1.2879 0.5041  0.961
3 C -2.9582 0.3125 -0.4891  -0.560
4 Br -1.9830 3.0796 -2.5616  -0.048
5 H -3.8119 0.7035 0.0852  -0.039
6 H -3.3825 -0.0625 -1.4312  -0.047
7 O 3.2963 -2.6018 -5.0893  -0.062
8 C 3.6457 -1.6998 -4.3172  -0.715
9 O 4.7772 -1.2842 -4.0462  -0.054
10 C 2.4708 -0.9880 -3.5474  -0.089
11 C 1.1462 -1.3576 -3.7665  -0.010
12 C 0.1387 -0.7556 -3.0397  -0.097
13 N 0.3706 0.1843 -2.1202  0.047
14 C 1.6503 0.5491 -1.9124  -0.177
15 C 2.7171 -0.0061 -2.5927  0.055
16 C 1.6650 1.6264 -0.8482  -0.744
17 O 1.8136 1.2881 0.3415  0.015
18 O 1.2256 2.7445 -1.2058  -0.121
19 H 0.9373 -2.1135 -4.5102  0.104
20 H -0.9092 -1.0148 -3.1691  0.115
21 H 3.7331 0.3080 -2.3995  0.122
22 Cl -1.3141 3.7181 1.3681  -0.043
23 C 0.3472 0.6153 3.1331  -0.069
24 C -0.8679 -0.2329 2.7287  -0.727
25 C -2.1437 0.5351 3.0988  -0.099
26 C -0.8445 -1.5537 3.5138  -0.093
27 C -0.7445 -0.4184 1.2134  -0.493
28 H 0.3921 0.7143 4.2179  0.079
29 H 0.2668 1.6146 2.6934  0.053
30 H 1.2739 0.1672 2.7765  0.082
31 H -2.1025 0.8575 4.1399  0.079
32 H -3.0294 -0.0892 2.9730  0.055
33 H -2.2458 1.4179 2.4615  0.028
34 H -0.9427 -1.3709 4.5843  0.069
35 H 0.0905 -2.0839 3.3484  0.075
36 H -1.6621 -2.2009 3.1998  0.054
37 H 0.0285 -1.1885 1.0318  0.042

=====

The following is a DFT calculation (ωB97M-V/def2-TZVPD) of C13H15CsNO4 as an isolated structure.

**HOMO level**: -12.1 eV
**LUMO energy**: -5.42 eV
**Total charge**: +1
**2S+1**: 1
**Calculated total energy**: -879.4586 hartree

Last column: Löwdin charge in e.
Geometry (Å):
1 C -2.7290 -2.8740 1.3616  -0.072
2 C -1.6914 -1.6011 1.3124  -0.360
3 O -2.4516 -0.3158 1.3533  -0.126
4 C -0.7258 -1.5666 -0.0292  -0.086
5 C 0.0169 -0.0930 -0.2533  0.010
6 C 1.1982 0.4533 0.7515  -0.057
7 C 1.7978 -0.4156 2.0465  -0.113
8 C 3.2017 -1.1174 1.4732  -0.190
9 O 2.7637 -2.2210 0.5648  -0.137
10 C 1.9306 1.9371 0.5238  -0.061
11 C 1.4574 2.9177 -0.7090  -0.513
12 C 0.2869 2.3961 -1.7327  -0.416
13 C -0.3925 0.9171 -1.5108  0.022
14 C -1.4761 0.6959 -2.7209  -0.194
15 O -2.2420 -0.3421 -3.0680  0.021
16 N -1.3863 2.0298 -3.4806  0.103
17 C -0.4140 3.1093 -3.0447  -0.284
18 O -0.2133 4.3279 -3.5533  0.005
19 H -2.1625 -3.7618 1.9238  0.104
20 H -3.1244 -3.2218 0.3100  0.099
21 H -3.6168 -2.5746 2.1006  0.107
22 H -1.0774 -1.6269 2.3308  0.142
23 H -3.3859 -0.5267 1.0457  0.109
24 H -1.4542 -1.6907 -0.9544  0.122
25 H 0.0170 -2.4721 -0.0709  0.134
26 H 2.0170 0.4017 2.8782  0.130
27 H 1.0729 -1.2650 2.3979  0.112
28 H 3.7041 -0.3048 0.7791  0.125
29 H 3.9051 -1.4979 2.3300  0.143
30 H 2.5242 -1.7652 -0.2998  0.098
31 H 2.7897 2.3041 1.2661  0.133
32 H 1.9494 3.9698 -0.8549  0.104
33 H -1.6675 2.0022 -4.4852  0.163
34 Cs -0.4221 3.7922 0.0184  1.622

=====

The following is a DFT calculation (ωB97M-V/def2-TZVPD) of one molecule with the formula C13H15IN2O3S.

**HOMO level**: -8.4 eV
**SMILES string**: O=C(I)Cc1cc2nsnc2c(CCO)c1CCCO
**LUMO energy**: -1.78 eV
**Total charge**: 0
**2S+1**: 1
**Calculated total energy**: -1534.9780 hartree

Last column: Löwdin charge in e.
Geometry (Å):
1 O 2.3612 -0.9241 2.9786  -0.135
2 C 1.1204 -1.2186 3.4358  -0.706
3 I 0.6323 -0.5409 5.4603  0.751
4 C 0.0583 -2.0253 2.4363  -0.166
5 C 0.2907 -1.6715 0.8525  -0.097
6 C 0.6209 -2.9325 -0.1955  0.044
7 C 0.8614 -2.6362 -1.7982  -0.235
8 N 1.1523 -3.6782 -2.8851  -0.285
9 S 1.2975 -2.6918 -4.3364  0.853
10 N 1.0645 -0.9821 -3.8993  -0.267
11 C 0.8181 -1.0963 -2.3823  -0.194
12 C 0.4836 0.1013 -1.3136  -0.044
13 C 0.4338 1.6538 -1.9253  -0.124
14 C 1.9033 2.3213 -1.4890  -0.237
15 O 1.8144 3.7664 -1.2286  -0.137
16 C 0.1985 -0.1266 0.3114  -0.069
17 C -0.1596 1.2042 1.1995  -0.134
18 C -1.7568 1.5647 0.8879  -0.157
19 C -2.6001 0.2680 0.3046  -0.235
20 O -4.0721 0.5467 0.3231  -0.165
21 H -1.0636 -1.9325 2.7913  0.117
22 H 0.3420 -3.1771 2.5643  0.132
23 H 0.6848 -4.0534 0.1953  0.105
24 H 0.3791 1.6298 -3.0991  0.112
25 H -0.4826 2.2645 -1.5248  0.103
26 H 2.1799 1.7840 -0.4628  0.116
27 H 2.7366 2.0270 -2.2717  0.139
28 H 1.6860 3.8335 -0.2227  0.103
29 H 0.4405 2.1753 0.8933  0.104
30 H -0.0290 1.0833 2.3561  0.101
31 H -1.8212 2.5151 0.1838  0.113
32 H -2.3020 1.8881 1.8959  0.127
33 H -2.3534 0.0315 -0.8388  0.134
34 H -2.4678 -0.7082 0.9687  0.124
35 H -4.4519 -0.2631 -0.1654  0.109

=====

The following is a DFT calculation (ωB97M-V/def2-TZVPD) of C13H15MnPSe2 as an isolated structure.

**HOMO level (spin up / spin down)**: -7.0 / -6.6 eV
**LUMO energy (spin up / spin down)**: 0.30 / -1.01 eV
**Total charge**: 0
**2S+1**: 6
**ΔE to the lowest compared entry with this formula, charge and spin**: 0.861 eV
**Calculated total energy**: -6799.3974 hartree
**⟨S²⟩**: 8.94

Last column: Löwdin charge in e.
Geometry (Å):
1 Mn -0.1657 0.0660 -2.6040  -0.099
2 C 0.0669 -0.0393 -5.2660  -0.165
3 H 1.0075 -0.2918 -4.4611  0.073
4 H 0.0146 -0.8534 -6.0336  0.040
5 H 0.4147 0.8560 -5.8454  0.050
6 H -1.1342 0.0614 -5.2272  0.046
7 H -1.1680 0.6829 -4.2705  0.058
8 Se 1.8781 -0.6075 -1.6176  0.274
9 P 0.0083 0.0501 -0.4009  0.192
10 Se -1.9960 0.6698 -1.2280  0.325
11 C -0.3602 -1.3677 0.6935  -0.399
12 C -0.5685 -1.2172 2.0695  -0.080
13 C -0.9936 -2.2886 2.8567  -0.083
14 C -1.2727 -3.5322 2.2706  -0.068
15 C -1.1088 -3.6623 0.8634  -0.076
16 C -0.6676 -2.5975 0.0966  -0.126
17 C 0.5574 1.4052 0.6769  -0.401
18 C 1.9055 1.5611 1.0233  -0.100
19 C 2.2495 2.5512 1.9697  -0.075
20 C 1.2967 3.3767 2.5593  -0.098
21 C -0.0266 3.2532 2.1832  -0.077
22 C -0.4306 2.2872 1.2221  -0.094
23 H -0.2920 -0.2707 2.5662  0.111
24 H -1.1092 -2.1818 3.9375  0.104
25 H -1.6499 -4.3578 2.8565  0.096
26 H -1.3104 -4.6236 0.4073  0.099
27 H -0.4574 -2.7411 -0.9783  0.093
28 H 2.6440 0.9360 0.5818  0.042
29 H 3.3078 2.6552 2.2555  0.108
30 H 1.5837 4.1211 3.2960  0.104
31 H -0.7948 3.8997 2.6182  0.106
32 H -1.4287 2.1996 0.9287  0.020

=====

- Which formula does entry 1 have?
  C13H15Br2CeClNO4